No. 1
Here is the ion C7H12BrN2O2S with charge +1 at a distorted geometry from OMol25. Energies are from ωB97M-V/def2-TZVPD.

Properties
- SMILES string = COC(=O)C[C@]1(Br)S[C@@H]([NH3+])N=C1C
- total energy (hartree) = -3505.8326
- molecular weight (g/mol) = 268.16
- relative energy (zero: lowest compared OMol25 entry of this formula, charge and spin) (kcal per mole) = 4.86
- orbital gap (eV) = 9.548
- E_HOMO (Ha) = -0.4791
- charge = +1
- LUMO energy (eV) = -3.489

Last column: Löwdin charge in e.
Element x y z (Å)
1 C -0.70286 1.15401 0.06579  -0.4660
2 C 0.80883 -1.05717 -1.16996  -0.5646
3 C -0.37296 0.24646 2.17882  -0.6211
4 C 0.80503 1.23774 -0.13132  -0.8897
5 C -1.62907 1.62210 -0.98896  -0.0179
6 C 0.47848 -3.02766 -2.36413  0.0183
7 C 1.45950 0.30444 -1.13854  -0.1591
8 N -1.19294 0.95186 1.22081  0.0862
9 N -0.41170 0.62088 3.58673  0.1758
10 O 0.03381 -1.34874 -0.30420  0.0759
11 O 1.00063 -1.66987 -2.28191  0.0029
12 S 1.36144 0.42110 1.65491  0.9454
13 Br 1.25677 3.05744 -0.34422  0.8705
14 H -0.86172 -0.79429 2.06645  0.1652
15 H -1.57820 0.83728 -1.75736  0.1048
16 H -1.52567 2.69029 -1.29166  0.0981
17 H -2.62571 1.40650 -0.62917  0.0896
18 H 1.11430 -3.67435 -1.72180  0.1179
19 H 0.20456 -3.24636 -3.42219  0.1198
20 H -0.44774 -2.93609 -1.77768  0.0847
21 H 2.54334 0.33203 -1.05274  0.1311
22 H 1.31770 0.66733 -2.17534  0.1435
23 H 0.24084 1.37613 3.63281  0.1169
24 H 0.00980 -0.14201 4.11352  0.1711
25 H -1.28647 0.97094 4.03137  0.2007


No. 2
Here is the molecule C7H12BrNSi at a distorted geometry from OMol25. Energies are from ωB97M-V/def2-TZVPD.

Properties
- SMILES string = C[Si](C)(C)c1c[nH]cc1Br
- total energy (hartree) = -3192.1446
- molecular weight (g/mol) = 218.17
- relative energy (zero: lowest compared OMol25 entry of this formula, charge and spin) (kcal per mole) = 29.69
- orbital gap (eV) = 9.233
- E_HOMO (Ha) = -0.3095
- LUMO energy (eV) = 0.812

Last column: Löwdin charge in e.
Element x y z (Å)
1 C 0.13749 2.08945 0.01586  -0.1911
2 C 2.41339 1.99979 0.35743  -0.1688
3 C 0.35074 0.76153 -0.05469  -0.2090
4 C 2.03424 0.71427 0.23189  -0.6649
5 C -2.49046 0.19347 -0.38566  -0.1574
6 C -0.34509 -1.75828 1.49668  -0.2082
7 C -0.31880 -2.06157 -1.55346  -0.1996
8 N 1.27023 2.78321 0.27003  -0.0036
9 Si -0.74651 -0.78612 -0.12042  0.6246
10 Br 3.02717 -0.81137 -0.18250  0.7195
11 H -0.81131 2.55883 0.08697  0.1011
12 H 3.36310 2.41544 0.67119  0.1167
13 H -2.58558 0.44234 -1.37556  -0.0191
14 H -3.33379 -0.41352 -0.09819  0.0082
15 H -2.37367 1.07511 0.25442  0.0072
16 H 0.76804 -1.49774 1.79868  0.0406
17 H -0.90879 -1.69270 2.52757  0.0610
18 H -0.24022 -2.76386 1.16692  -0.0219
19 H -0.02709 -1.54665 -2.49186  0.0303
20 H 0.66156 -2.52632 -1.29869  -0.0019
21 H -0.98430 -2.92167 -1.59656  0.0158
22 H 1.13964 3.74636 0.27996  0.1202


No. 3
Here is a cluster of 3 separate species, C7H12Cl4FN2O2S in total at a distorted geometry from OMol25. Energies are from ωB97M-V/def2-TZVPD.

Properties
- total energy (hartree) = -2872.4283
- molecular weight (g/mol) = 349.06
- orbital gap (eV) = 8.494
- E_HOMO (Ha) = -0.4717
- charge = +1
- LUMO energy (eV) = -4.343

Last column: Löwdin charge in e.
Element x y z (Å)
1 O 1.57269 -1.93194 -1.30064  -0.2766
2 S 1.11049 -0.90509 -2.23275  0.7420
3 O 1.62602 -1.21982 -3.54923  -0.2328
4 F -0.52502 -0.87074 -2.20874  -0.1599
5 C 1.73025 0.66932 -1.56632  -0.3301
6 C 0.95635 1.81828 -1.13990  0.0135
7 N 1.97142 2.70203 -0.68281  0.0975
8 C 3.22158 2.14232 -0.84643  -0.0530
9 N 3.12562 0.87859 -1.38863  0.0951
10 H -0.15046 1.94275 -1.17639  0.1612
11 H 1.75976 3.62405 -0.29616  0.1870
12 H 4.18646 2.65224 -0.59844  0.1840
13 H 3.85684 0.20230 -1.62755  0.1985
14 Cl -3.19172 0.12619 0.42460  0.5309
15 C -3.33059 -1.62975 0.13474  -0.6580
16 C -4.29820 -1.94886 -0.98319  -0.6681
17 Cl -5.98180 -1.58488 -0.53584  0.5594
18 H -3.62743 -2.10357 1.07003  0.0732
19 H -2.33329 -1.98730 -0.12624  0.0610
20 H -4.25517 -3.01347 -1.21608  0.0770
21 H -4.06138 -1.39162 -1.88973  0.0670
22 Cl 2.18202 0.25793 1.11102  0.7243
23 C 1.47686 -0.18301 2.68833  -0.5782
24 C 0.11182 0.43552 2.87637  -0.6477
25 Cl 0.19553 2.20703 3.05944  0.5457
26 H 2.17095 0.12264 3.47068  0.0785
27 H 1.39881 -1.27054 2.71050  0.0866
28 H -0.35092 0.04621 3.78361  0.0844
29 H -0.54747 0.21322 2.03576  0.0373


No. 4
Here is the molecule C7H12F3N3O2 at a distorted geometry from OMol25. Energies are from ωB97M-V/def2-TZVPD.

Properties
- SMILES string = CC/C=C(\N)[C@@](N)(C[N+](=O)[O-])C(F)(F)F
- total energy (hartree) = -888.0949
- molecular weight (g/mol) = 227.19
- relative energy (zero: lowest compared OMol25 entry of this formula, charge and spin) (kcal per mole) = 21.67
- orbital gap (eV) = 8.851
- E_HOMO (Ha) = -0.3157
- LUMO energy (eV) = 0.259

Last column: Löwdin charge in e.
Element x y z (Å)
1 C -0.10244 0.70662 -1.01206  -0.0570
2 C 0.66576 0.08822 -0.05881  -0.2500
3 C -0.80650 2.42502 -2.71536  -0.0721
4 C 0.20815 1.97795 -1.65238  -0.2600
5 C -0.58447 -1.16877 2.18507  0.0839
6 C 0.28824 -1.28922 0.50473  -0.2503
7 C -0.80382 -2.13225 -0.13215  -0.5766
8 N 1.90163 0.44064 0.50477  0.1037
9 N 1.38679 -2.12390 0.64824  0.1084
10 N -0.61409 0.29699 2.46495  -0.4178
11 O -1.70164 0.78548 2.21726  0.0670
12 O 0.37963 0.93598 2.77508  0.0379
13 F -0.55072 -2.35599 -1.45627  0.1217
14 F -0.83196 -3.43204 0.34496  0.1032
15 F -2.01377 -1.63842 -0.05102  0.1767
16 H -1.06158 0.39705 -1.42454  0.1187
17 H -0.55463 3.16156 -3.36322  0.0397
18 H -1.02480 1.61042 -3.32005  0.0591
19 H -1.59067 2.71427 -2.06341  0.0743
20 H 1.06745 1.82038 -2.19299  0.0843
21 H 0.24705 2.71427 -0.75672  0.1562
22 H -1.54400 -1.38429 2.09193  0.0451
23 H 0.03760 -1.64834 2.95806  0.1310
24 H 2.10757 0.36100 1.46765  0.0710
25 H 2.05193 1.40000 0.14920  0.1101
26 H 1.27630 -3.08807 0.92181  0.1091
27 H 2.16700 -1.57459 0.96526  0.0826


No. 5
Here is a structure of composition C7H12F3NO2 at a distorted geometry from OMol25. Energies are from ωB97M-V/def2-TZVPD.

Properties
- total energy (hartree) = -778.7114
- molecular weight (g/mol) = 199.17
- relative energy (zero: lowest compared OMol25 entry of this formula, charge and spin) (kcal per mole) = 0.00
- orbital gap (eV) = 9.804
- E_HOMO (Ha) = -0.3324
- LUMO energy (eV) = 0.760

Last column: Löwdin charge in e.
Element x y z (Å)
1 C -1.23577 0.13775 1.33224  -0.4892
2 C 0.95574 -0.99993 -0.46500  -0.0665
3 C 0.48838 0.63981 -2.20900  -0.0649
4 C -0.16076 0.33458 3.43030  0.0322
5 C 0.36964 0.35552 -0.77423  -0.3892
6 C -1.01552 0.45274 -0.17669  -0.2119
7 C -1.31122 2.44980 -0.12770  -0.4687
8 N -2.03986 -0.16067 -0.91608  0.1111
9 O -2.20752 -0.41410 1.76789  0.1350
10 O -0.23980 0.64375 2.00631  -0.0240
11 F -0.25489 2.94537 0.59018  0.0914
12 F -1.27136 2.91143 -1.38253  0.1226
13 F -2.42723 2.86987 0.42370  0.1553
14 H 1.97622 -1.20496 -0.84980  0.1013
15 H 0.40712 -1.81944 -0.86576  0.0798
16 H 1.03286 -1.22401 0.53439  0.0447
17 H 0.64247 1.64598 -2.37675  0.0499
18 H 1.27256 0.12712 -2.67537  0.0645
19 H -0.46227 0.35544 -2.80124  0.1190
20 H -0.90552 0.89941 3.91984  0.0924
21 H 0.90190 0.53356 3.57465  0.1140
22 H -0.40919 -0.60854 3.63934  0.0472
23 H 1.10063 0.98718 -0.18433  0.1601
24 H -2.33412 0.32818 -1.73983  0.0870
25 H -2.78771 -0.66158 -0.42498  0.1067


No. 6
Here is the molecule C7H12FI at a distorted geometry from OMol25. Energies are from ωB97M-V/def2-TZVPD.

Properties
- total energy (hartree) = -671.2624
- molecular weight (g/mol) = 242.08
- relative energy (zero: lowest compared OMol25 entry of this formula, charge and spin) (kcal per mole) = 125.64
- orbital gap (spin up / spin down) (eV) = 7.029 / 7.031
- E_HOMO (spin up / spin down) (Ha) = -0.2689 / -0.2689
- LUMO energy (spin up / spin down) (eV) = -0.287 / -0.286

Last column: Löwdin charge in e.
Element x y z (Å)
1 C 1.02807 0.89409 -1.69512  -0.3871
2 C -0.11781 1.35029 -0.84558  -0.2071
3 C -2.61689 0.31666 1.55719  -0.0791
4 C 2.82735 -2.61570 0.28722  -0.2099
5 C -2.34490 1.13895 0.28499  -0.2310
6 C -1.25372 0.66288 -0.60846  -0.1017
7 C 1.96505 -1.41147 0.41944  -0.5270
8 F 1.90270 -0.98869 1.77737  -0.2245
9 I 2.89466 0.50405 -0.38607  1.1882
10 H 1.22335 1.44792 -2.56080  0.0382
11 H 0.74601 -0.02403 -2.02536  0.0063
12 H 0.06867 2.33559 -0.49908  0.0857
13 H -3.43050 0.53577 2.08334  0.0248
14 H -2.49558 -0.69912 1.22392  0.0759
15 H -1.87077 0.53935 2.25493  0.0593
16 H 3.11112 -2.66892 -0.66028  -0.0003
17 H 2.14624 -3.46925 0.51330  0.0963
18 H 3.69215 -2.78151 0.92434  0.0732
19 H -3.23405 1.39188 -0.23808  0.0968
20 H -1.83263 1.99383 0.81656  0.1185
21 H -1.39615 -0.19633 -1.22718  0.1047